# 1
Computed, not measured: a 2-piece molecular cluster, C10H15BrClN4O4 overall, with the ωB97M-V functional and the def2-TZVPD basis.

```
! RIJCOSX wB97M-V def2-TZVPD def2/J DEFGRID3
* xyz -1 1
C 0.507 -3.266 2.389
C -0.561 -2.389 1.733
N -0.272 -1.908 0.383
C 0.794 -1.010 0.152
Br 2.533 -1.976 -0.232
C 1.123 -0.257 1.366
N 1.396 0.290 2.336
C 0.478 -0.002 -1.073
C 1.011 -0.495 -2.426
C -0.988 0.063 -1.194
N -2.120 0.103 -1.374
C 1.056 1.388 -0.752
C 0.994 2.436 -1.850
C -0.334 2.839 -2.428
N 2.030 3.066 -2.242
H 0.075 -3.742 3.269
H 1.344 -2.665 2.743
H 0.876 -4.029 1.706
H -0.825 -1.539 2.357
H -1.475 -2.976 1.641
H -0.237 -2.669 -0.282
H 0.544 0.084 -3.220
H 2.085 -0.349 -2.498
H 0.753 -1.536 -2.606
H 2.109 1.255 -0.498
H 0.560 1.817 0.121
H -0.259 3.878 -2.735
H -0.593 2.224 -3.288
H -1.138 2.748 -1.702
H 2.868 2.709 -1.783
O -1.628 0.724 1.717
Cl -2.788 1.189 2.454
O -2.941 2.610 2.248
O -2.590 0.914 3.860
O -3.962 0.493 1.985
*
```

The calculation puts the strongest force on any atom at 0.9 eV Å⁻¹. The value obtained for the HOMO-LUMO gap is 8.033 eV.

# 2
Computed, not measured: C19H41N9O9PSY as an isolated structure, with the ωB97M-V functional and the def2-TZVPD basis.

```
! RIJCOSX wB97M-V def2-TZVPD def2/J DEFGRID3
* xyz 2 1
Y -0.122 -0.043 -0.262
O 1.336 0.025 -4.506
C 0.831 -0.290 -3.334
O 1.243 0.157 -2.277
C -0.322 -1.254 -3.443
O -0.719 -1.570 -2.131
C -2.004 -2.198 -1.997
C -2.589 -1.940 -0.608
O -3.652 -2.443 -0.330
O -1.865 -1.189 0.172
H 2.068 0.648 -4.373
H 0.002 -2.136 -4.004
H -1.127 -0.766 -4.003
H -1.913 -3.277 -2.132
H -2.698 -1.801 -2.741
C -4.375 -2.376 2.841
C -3.754 -1.044 3.012
N -4.384 0.103 3.024
N -3.411 1.021 3.184
C -2.202 0.485 3.292
S -0.728 1.370 3.611
N -2.412 -0.834 3.198
N -1.397 -1.803 3.210
H -5.451 -2.261 2.944
H -4.031 -3.067 3.613
H -4.154 -2.764 1.847
H -3.645 2.000 3.256
H -0.859 -1.648 4.062
H -1.860 -2.704 3.266
C 5.032 -1.969 -0.847
N 3.577 -1.914 -0.676
C 2.916 -2.982 -1.429
P 2.914 -1.395 0.737
O 1.405 -1.402 0.525
N 3.219 -2.263 2.090
C 2.348 -3.369 2.481
C 4.585 -2.408 2.598
N 3.632 0.044 1.000
C 3.612 0.700 2.316
C 3.742 1.034 -0.076
H 5.277 -1.786 -1.894
H 5.419 -2.954 -0.571
H 5.528 -1.211 -0.245
H 3.241 -3.970 -1.089
H 3.186 -2.885 -2.483
H 1.834 -2.915 -1.335
H 1.369 -3.264 2.019
H 2.226 -3.369 3.566
H 2.784 -4.329 2.191
H 5.230 -1.621 2.213
H 5.002 -3.378 2.314
H 4.581 -2.340 3.687
H 3.347 -0.004 3.099
H 2.879 1.509 2.313
H 4.600 1.111 2.522
H 3.866 0.555 -1.042
H 4.609 1.665 0.117
H 2.856 1.680 -0.100
C -0.089 3.411 -2.986
N -1.384 3.557 -2.346
C -2.118 4.791 -2.645
C -3.085 5.106 -1.527
C -3.950 3.889 -1.293
N -3.101 2.727 -1.010
C -3.682 1.640 -0.240
C -1.900 2.570 -1.592
O -1.255 1.482 -1.443
H 0.467 4.341 -2.869
H -0.200 3.210 -4.055
H 0.475 2.608 -2.525
H -2.647 4.674 -3.596
H -1.382 5.583 -2.777
H -3.702 5.963 -1.794
H -2.537 5.357 -0.617
H -4.573 3.683 -2.169
H -4.618 4.020 -0.444
H -4.413 2.071 0.442
H -2.923 1.121 0.336
H -4.197 0.913 -0.873
O 0.245 0.807 2.439
O -0.059 1.506 1.189
*
```

The calculation puts the strongest force on any atom at 0.9 eV Å⁻¹. The value obtained for the HOMO-LUMO gap is 8.500 eV.

# 3
Computed, not measured: a single C4H6Cl2N2P2 molecule at a distorted geometry, with the ωB97M-V functional and the def2-TZVPD basis.

```
! RIJCOSX wB97M-V def2-TZVPD def2/J DEFGRID3
* xyz 0 1
C -0.097 -1.939 0.111
C 0.421 -0.559 0.005
C 1.764 -0.368 0.013
P 3.256 -0.145 0.669
Cl 4.407 0.341 -0.933
N -0.442 0.526 0.041
C 0.065 1.882 0.020
N -1.666 0.211 -0.076
P -3.010 0.974 0.021
Cl -4.294 -0.526 -0.566
H -1.152 -2.019 0.008
H 0.108 -2.332 1.123
H 0.303 -2.655 -0.571
H 0.103 2.158 1.063
H 1.026 2.108 -0.393
H -0.791 2.344 -0.537
*
```

The calculation puts the strongest force on any atom at 3.6 eV Å⁻¹. The value obtained for the HOMO-LUMO gap is 7.711 eV. As for the structure (SMILES): CC(=C=PCl)N(C)/N=P/Cl.

# 4
Computed, not measured: a 2-piece molecular cluster, C5H11O2 overall at a distorted geometry, with the ωB97M-V functional and the def2-TZVPD basis.

```
! RIJCOSX wB97M-V def2-TZVPD def2/J DEFGRID3
* xyz -1 1
C -0.436 0.775 0.897
O 0.005 0.488 -0.341
C -1.405 -0.348 1.345
C -2.519 -0.638 0.331
H -1.075 1.721 0.910
H 0.362 0.925 1.684
H -1.798 -0.234 2.380
H -0.816 -1.284 1.400
H -2.845 -1.689 0.416
H -2.063 -0.487 -0.666
H -3.363 0.061 0.444
O 2.750 -0.180 0.532
C 2.265 0.412 -0.434
C 2.274 -0.126 -1.838
H 1.998 1.466 -0.455
H 2.654 -1.148 -1.832
H 2.795 0.462 -2.614
H 1.217 -0.175 -2.161
*
```

The calculation puts the strongest force on any atom at 1.5 eV Å⁻¹. The value obtained for the HOMO-LUMO gap is 7.530 eV.

# 5
Computed, not measured: C3H4INO2 as an isolated structure at a distorted geometry, with the ωB97M-V functional and the def2-TZVPD basis.

```
! RIJCOSX wB97M-V def2-TZVPD def2/J DEFGRID3
* xyz 0 1
C 0.857 0.370 0.026
C -1.459 0.454 0.920
C -0.267 1.037 0.897
N 0.743 -0.586 -0.927
O 2.032 0.809 0.140
O -0.414 -1.444 -1.101
I 2.612 -1.155 -1.632
H -0.548 -1.527 -1.996
H -1.512 -0.580 0.429
H -2.180 0.826 1.705
H 0.135 1.796 1.539
*
```

The calculation puts the strongest force on any atom at 4.9 eV Å⁻¹. The value obtained for the HOMO-LUMO gap is 8.673 eV.

Calculated total energy / a.u.: -3944.02583; -2696.15493; -1868.54813; -347.56581; -619.50643